ORCA calculation (ωB97M-V with the def2-TZVPD basis set) on a cluster of 6 separate species, C12H21Cl6N3 in total in a non-equilibrium geometry.

Properties
- HOMO level: -11.03 eV
- Energy: -3395.24745 hartree
- LUMO energy: 0.015 hartree
- SMILES: ClCCCl.ClCCCl.ClCCCl.CC#N.CC#N.CC#N

Geometry (Å):
H1 -0.966 -2.111 4.835
H2 -0.436 1.366 -1.632
H3 0.141 -3.687 -1.610
C1 -0.960 -5.459 -1.909
C2 2.656 3.521 -1.757
C3 -3.920 -0.117 -1.989
Cl1 5.012 3.867 -0.360
Cl2 -3.674 0.614 -3.595
H4 1.630 3.866 -1.876
C4 -0.048 -2.004 4.263
C5 -0.504 0.989 -0.612
Cl3 2.649 1.780 -1.323
H5 0.193 -4.341 -3.294
Cl4 -3.724 -2.412 -0.502
H6 -1.530 1.113 -0.267
H7 2.626 2.208 3.329
N1 -1.403 -6.425 -1.489
H8 3.379 5.377 -1.085
H9 1.617 0.925 2.545
H10 -1.306 -3.668 -2.721
H11 -4.972 -0.065 -1.715
N2 0.332 -1.437 -0.221
C6 -0.285 -1.391 2.898
H12 2.770 4.287 0.225
H13 3.002 1.597 1.660
H14 -0.973 -1.996 2.313
C7 -0.044 -0.372 -0.422
H15 -2.282 -1.450 -2.069
C8 -0.405 -4.199 -2.396
H16 -3.781 -2.112 -2.820
C9 3.343 4.362 -0.694
C10 1.384 2.865 1.818
Cl5 1.136 -1.067 5.208
H17 3.116 3.579 -2.741
H18 -3.406 0.482 -1.239
H19 0.671 -1.352 2.383
H20 0.109 1.692 -0.048
H21 0.348 -3.008 4.105
C11 -3.366 -1.522 -2.009
N3 0.736 3.683 1.345
Cl6 -1.091 0.212 3.071
C12 2.229 1.811 2.398

How is the electron density shared among the atoms? According to natural (NBO), the charges in e are: 0.224 0.263 0.277 0.289 -0.374 -0.383 -0.055 -0.053 0.227 -0.389 -0.752 -0.079 0.251 -0.056 0.252 0.261 -0.339 0.226 0.263 0.244 0.227 -0.385 -0.381 0.239 0.266 0.238 0.326 0.218 -0.722 0.227 -0.403 0.324 -0.060 0.223 0.211 0.227 0.283 0.226 -0.388 -0.386 -0.079 -0.728


ORCA calculation (ωB97M-V with the def2-TZVPD basis set) on the ion C3H7O with charge -1.

Properties
- HOMO level: -1.95 eV
- Energy: -193.71115 hartree
- LUMO energy: 0.173 hartree
- SMILES: CCC[O-]
- Charge: -1

Geometry (Å):
H1 0.216 1.698 -0.102
C1 -0.390 1.114 0.584
H2 0.097 -1.946 -0.904
H3 -0.306 1.555 1.587
H4 0.939 -0.506 1.077
C2 0.364 -0.857 -0.969
H5 1.482 -0.768 -1.031
H6 -1.432 1.240 0.323
O1 -0.229 -0.187 -1.965
C3 0.021 -0.344 0.494
H7 -0.762 -1.000 0.906

How is the electron density shared among the atoms? According to natural (NBO), the charges in e are: 0.212 -0.607 0.059 0.163 0.157 0.004 0.049 0.198 -0.956 -0.438 0.159